No. 1
14
Properties=species:S:1:pos:R:3:forces:R:3 method="wB97M-V/def2-TZVPD" charge=0 gap_ev=9.378 homo_energy_ev=-8.587 total_energy_ha=-684.71906
C -0.92605 1.65836 1.59359 -0.6712 0.5955 -0.1845
C -0.54640 0.48850 1.14291 0.4176 -2.2140 -3.3989
N -0.17202 0.37296 -0.35095 -2.3027 1.5196 4.1913
S -1.06722 1.51054 -1.30284 0.2029 -0.5341 -2.2824
C 0.45469 -0.59800 -0.98196 2.1672 -1.2576 0.6013
C 1.29206 -1.69578 -0.24142 -3.4224 1.2409 0.6287
O 0.49616 -0.53552 -2.18278 0.3877 -0.9815 -2.2983
H -1.25213 1.57994 2.59720 -0.4393 0.5871 0.9445
H -1.12076 2.58789 1.00164 0.7636 -1.0269 0.7679
H -0.74191 -0.51988 1.65513 0.9109 1.7998 -0.6513
H -0.78343 0.88034 -2.60794 -0.3225 0.9023 2.4313
H 2.09381 -1.26860 0.29449 0.6590 0.6389 1.0182
H 1.71624 -2.21330 -1.04201 0.3100 -1.4531 -0.9958
H 0.55695 -2.24745 0.42494 1.3393 0.1832 -0.7719

=====

No. 2
19
Properties=species:S:1:pos:R:3:forces:R:3 method="wB97M-V/def2-TZVPD" charge=0 gap_ev=11.035 homo_energy_ev=-10.277 total_energy_ha=-348.17062
C 2.41446 -0.21945 0.73953 0.0330 -0.0399 0.0365
C 1.25568 0.21053 -0.15361 -0.0233 0.0455 -0.0275
C 0.09022 -0.78605 -0.12666 0.1241 -0.0080 -0.2869
O -0.31109 -1.10009 1.20410 -0.1436 0.0973 0.1197
C -1.09017 -0.35575 -1.01402 0.0186 0.0357 -0.0262
C -2.08168 0.62523 -0.38435 -0.1808 -0.2748 -0.1054
O -1.52035 1.84726 0.06013 0.1179 0.0323 0.2031
H 3.25844 0.47267 0.65220 -0.1321 -0.0937 0.0251
H 2.10248 -0.25834 1.78702 0.0647 0.0008 -0.1391
H 2.76972 -1.21979 0.46356 -0.0468 0.1371 0.0331
H 1.59596 0.28746 -1.19540 -0.0669 -0.0094 0.1363
H 0.90959 1.21471 0.12045 0.0715 -0.1451 -0.0166
H 0.47872 -1.73499 -0.52020 -0.0478 0.1142 0.0279
H -1.04954 -0.53708 1.46042 0.0646 -0.1000 -0.0067
H -1.66649 -1.24279 -1.30804 0.0712 0.1146 0.0532
H -0.68733 0.08747 -1.93258 -0.0389 -0.0649 0.1208
H -2.64120 0.13120 0.42876 0.0810 0.1068 -0.0938
H -2.82724 0.90008 -1.13606 0.0829 -0.0691 0.0935
H -1.00018 1.67774 0.85476 -0.0493 0.1204 -0.1472

=====

No. 3
71
Properties=species:S:1:pos:R:3:forces:R:3 method="wB97M-V/def2-TZVPD" charge=0 gap_ev=5.985 homo_energy_ev=-6.607 total_energy_ha=-3571.94904
Ti 0.46037 0.08694 0.42226 0.7049 0.4916 -0.5002
C 3.63576 2.11320 2.05226 0.1222 0.1740 -0.0465
C 2.84855 0.86912 1.79571 -0.0462 0.0018 0.2599
N 1.39198 1.01108 1.86840 0.2176 -0.0130 0.5321
C 0.87814 2.27989 1.99010 -0.3110 0.4032 0.0053
C 1.63164 3.42811 2.28035 -0.3521 0.0069 -0.0641
C 3.07535 3.28857 2.32522 0.1780 -0.1758 -0.0282
C 0.97226 4.64414 2.42113 0.0384 -0.0723 0.0139
C -0.39834 4.74176 2.22941 -0.0660 0.0812 -0.0077
C -1.13766 3.62909 1.84794 0.0586 -0.0688 0.0338
C -0.50060 2.39795 1.72015 -0.0037 0.1174 -0.0509
N -1.03271 1.18923 1.24861 0.0460 -0.3453 0.0717
C -2.15178 0.57168 1.72512 -0.4060 0.1852 0.1907
C -3.35669 1.14155 2.10778 0.3198 0.0197 -0.0765
C -4.41641 0.34480 2.57301 -0.1195 -0.1530 0.0552
C -4.30907 -1.01420 2.69276 -0.0728 0.0902 0.0234
C -3.08596 -1.63596 2.35213 0.0418 0.0631 -0.0648
C -2.83502 -3.01380 2.51856 0.1345 -0.0692 -0.0316
C -1.59836 -3.52095 2.21804 -0.1406 -0.0168 0.0485
C -0.61334 -2.66030 1.71082 0.0196 0.1012 -0.0642
N -0.83074 -1.38076 1.50541 0.1015 -0.1067 0.0323
C -2.03452 -0.84718 1.84579 -0.0866 -0.1860 0.2527
H 4.71334 1.99842 2.03539 -0.0075 0.0050 0.0019
H 3.16345 0.11526 2.52459 0.0320 -0.0600 -0.1099
H 3.67468 4.16482 2.54061 0.0340 -0.0061 -0.0097
H 1.54767 5.53149 2.65574 0.0246 0.0038 0.0012
H -0.88667 5.70176 2.33474 -0.0203 -0.0112 -0.0070
H -2.18928 3.72860 1.61981 -0.0052 0.0335 -0.0023
H -3.49406 2.21078 2.05796 0.0232 0.0023 -0.0146
H -5.34050 0.83796 2.84724 -0.0198 -0.0355 0.0114
H -5.12791 -1.61611 3.06382 -0.0127 0.0086 0.0052
H -3.62102 -3.64991 2.90669 -0.0020 -0.0226 0.0021
H -1.36026 -4.56507 2.36264 -0.0295 -0.0132 0.0094
H 0.36918 -3.03334 1.45194 0.0078 0.0129 0.0029
C -2.87219 -0.81804 -1.27817 -0.0671 -0.0326 0.0134
C -2.35536 0.58063 -1.69197 -0.0344 0.0621 -0.0048
N -0.92155 0.91304 -1.48770 0.0618 0.0053 -0.0092
C -0.23657 1.07740 -2.78396 0.0312 0.0134 0.0007
C 0.01898 -0.24323 -3.48473 -0.0101 0.0592 -0.0331
S 0.94139 -1.31117 -2.35532 -0.0003 -0.0559 -0.0559
C -0.01388 -2.83909 -2.43251 -0.0852 -0.0852 -0.0591
C -1.52345 -2.66626 -2.27851 -0.0243 -0.0561 0.0105
N -1.88262 -1.86659 -1.11890 -0.0156 0.0076 0.0409
H -3.37691 -0.71127 -0.31881 -0.0004 -0.0187 -0.0023
H -3.65572 -1.09565 -1.99939 0.0192 0.0116 0.0070
H -2.58634 0.74974 -2.74775 0.0212 -0.0278 0.0057
H -2.95481 1.30399 -1.13507 0.0154 0.0039 -0.0133
H -0.90910 1.81694 -1.02329 0.0240 0.0011 -0.0795
H -0.82232 1.73060 -3.44424 0.0154 -0.0014 0.0178
H 0.71623 1.56146 -2.60843 0.0153 0.0204 0.0211
H -0.91329 -0.71014 -3.79459 -0.0070 -0.0417 0.0294
H 0.59669 -0.05615 -4.39052 0.0276 -0.0165 0.0284
H 0.19913 -3.39138 -3.35055 0.0267 0.0408 -0.0031
H 0.38264 -3.43170 -1.60400 -0.0054 0.0216 0.0180
H -1.95325 -2.21795 -3.17643 0.0279 0.0142 0.0015
H -1.96174 -3.67050 -2.22212 -0.0235 0.0226 0.0105
H -2.15742 -2.46649 -0.35430 0.0323 0.0314 -0.0550
S 2.26008 -1.47869 0.66668 -0.1045 0.2678 -0.0434
C 2.97183 0.24196 0.37052 -0.5582 -0.6005 0.0251
N 2.04549 1.01251 -0.45513 -0.0160 -0.5397 -0.4212
C 2.74233 1.87863 -1.25088 0.2391 0.5689 -0.0174
C 2.26081 3.06504 -1.81520 -0.0263 -0.1734 0.0478
C 3.09631 3.85443 -2.59583 0.0270 0.0557 -0.0478
C 4.42596 3.51718 -2.79372 -0.0064 0.0549 -0.0240
C 4.94887 2.38689 -2.16903 -0.0283 0.0261 -0.0117
C 4.11735 1.59486 -1.41010 -0.1430 -0.0103 0.0791
S 4.55305 0.16106 -0.49035 0.1771 -0.0265 0.0550
H 1.25179 3.39762 -1.60038 -0.0249 -0.0394 0.0019
H 2.69881 4.76418 -3.02849 0.0261 0.0076 -0.0120
H 5.06957 4.14464 -3.39533 -0.0177 0.0146 -0.0079
H 5.99933 2.14562 -2.26798 0.0085 -0.0313 0.0113

=====

No. 4
21
Properties=species:S:1:pos:R:3:forces:R:3 method="wB97M-V/def2-TZVPD" charge=-1 gap_ev=8.064 homo_energy_ev=-4.431 total_energy_ha=-570.14615
C 1.07430 -2.45119 -0.09126 -0.4260 -1.4876 -0.1281
C 0.12721 -1.33367 -0.04621 -0.7457 0.5596 -0.2971
C -1.27382 -1.42682 0.05673 -0.6491 0.4253 0.6312
C -1.97828 -0.21373 0.19197 -1.6490 -0.3608 0.0239
C -1.33188 1.00518 0.28592 -0.1506 -0.3166 0.1384
C 0.02794 1.10289 0.21092 1.0045 0.7435 -0.5508
C 0.86940 2.45007 0.21583 -1.4853 -3.7421 1.3378
C 0.67904 -0.06210 -0.15407 3.5824 1.6953 -0.3884
N 2.05704 0.26526 -0.79798 -2.6459 -1.7209 0.6259
N 3.03869 0.24398 0.03594 0.1281 -0.8417 0.1390
O 2.88859 0.02348 1.25038 -0.7595 -0.1194 1.3434
O 4.18836 0.39519 -0.38520 1.0036 0.6015 -0.9491
H 1.63469 -2.58218 0.81660 0.1902 0.3349 0.6898
H 0.56180 -3.41290 -0.23555 0.1477 0.1558 -0.3658
H 1.81058 -2.24480 -0.84011 0.4418 -0.1724 -0.6929
H -1.87338 -2.37970 0.09206 1.0744 0.9017 -0.0966
H -3.10977 -0.13780 0.25470 1.4486 -0.6158 -0.1738
H -1.88504 1.90134 0.31249 -0.8838 0.9438 0.3961
H 1.34944 2.24549 -0.69112 1.3954 0.7930 -1.2758
H 0.13609 3.19296 0.15554 -0.5827 1.7189 0.2663
H 1.54925 2.39562 1.09201 -0.4391 0.5039 -0.6733

=====

What is the charge in the fourth record?
-1

=====

What is the charge in the third record?
0

=====

Among the records above, which one has the lowest charge?
C8H9N2O2